Record 1
DFT (ωB97M-V with the def2-TZVPD basis set) results for the ion C34H40FN3O6PS3 with charge +1.

Properties
Lowest unoccupied orbital energy: -5.44 eV
Total charge: +1
M: 732.88 g/mol
Highest occupied orbital energy: -9.85 eV
SMILES: CCOP(=O)(CCc1c[nH+]c(S(=O)(=O)F)c2cc(CCCSC(=S)N(c3ccccc3)c3ccccc3)cc(CCC(N)=O)c12)OCC

Structure (XYZ):
```
88
Properties=species:S:1:pos:R:3:lowdin_charge:R:1
C 4.553 -3.836 -1.635 -0.095
C 4.159 -3.053 -0.216 -0.282
O 4.270 -1.615 -0.507 -0.313
P 5.362 -0.825 0.651 0.787
O 6.835 -1.279 0.177 -0.379
C 5.116 1.078 0.304 -0.208
C 3.509 1.411 0.534 -0.198
C 2.849 2.439 -0.538 -0.004
C 3.902 3.428 -1.383 0.067
N 3.446 4.418 -2.457 0.022
C 1.996 4.605 -2.836 -0.107
S 1.639 5.901 -4.192 0.906
O 0.582 6.900 -3.624 -0.320
O 1.110 5.131 -5.427 -0.302
F 3.057 6.815 -4.520 -0.222
C 0.837 3.721 -2.087 -0.013
C -0.723 3.982 -2.587 0.065
C -1.889 3.097 -1.849 -0.094
C -3.439 3.319 -2.387 -0.171
C -4.519 2.233 -1.806 -0.247
C -4.644 0.843 -2.666 -0.468
S -3.047 -0.112 -2.876 0.811
C -2.862 -1.469 -1.582 -0.906
S -1.264 -1.669 -0.941 0.611
N -3.967 -2.366 -1.069 -0.161
C -4.595 -1.659 0.112 -0.197
C -6.207 -1.362 0.080 0.007
C -6.944 -0.628 1.377 -0.047
C -6.128 -0.146 2.728 -0.055
C -4.503 -0.436 2.766 -0.057
C -3.773 -1.194 1.470 -0.011
C -3.489 -3.762 -0.737 -0.175
C -2.726 -4.705 -1.886 -0.021
C -2.198 -6.255 -1.577 -0.061
C -2.390 -6.980 -0.097 -0.071
C -3.179 -6.065 1.049 -0.059
C -3.700 -4.513 0.737 -0.004
C -1.454 2.072 -0.654 0.066
C 0.114 1.803 -0.136 -0.059
C 0.276 0.733 1.084 -0.201
C 0.771 1.422 2.526 -0.097
C -0.525 2.001 3.409 -0.262
N -1.909 2.231 2.824 0.064
O -0.263 2.286 4.713 -0.049
C 1.272 2.645 -0.910 0.007
O 5.054 -1.269 2.305 -0.301
C 6.393 -1.351 2.931 -0.294
C 6.272 -1.254 4.593 -0.093
H 5.725 -3.687 -1.772 0.093
H 4.223 -4.960 -1.633 0.086
H 4.063 -3.226 -2.536 0.092
H 4.779 -3.422 0.705 0.123
H 3.000 -3.266 -0.048 0.129
H 5.791 1.660 1.098 0.127
H 5.483 1.222 -0.797 0.103
H 3.447 1.894 1.623 0.133
H 2.994 0.360 0.626 0.096
H 5.080 3.419 -1.194 0.140
H 4.176 4.998 -2.968 0.159
H -0.912 4.748 -3.458 0.111
H -3.739 4.445 -2.222 0.133
H -3.391 3.159 -3.569 0.137
H -5.588 2.760 -1.874 0.132
H -4.381 1.999 -0.645 0.118
H -5.425 0.082 -2.182 0.081
H -5.060 1.046 -3.761 0.104
H -6.801 -1.702 -0.873 0.103
H -8.102 -0.464 1.287 0.085
H -6.710 0.368 3.615 0.093
H -3.929 -0.091 3.726 0.076
H -2.616 -1.392 1.602 0.069
H -2.539 -4.237 -2.955 0.091
H -1.659 -6.922 -2.398 0.087
H -1.997 -8.077 0.156 0.093
H -3.344 -6.594 2.095 0.086
H -4.253 -3.978 1.625 0.079
H -2.334 1.465 -0.123 0.099
H -0.803 0.291 1.345 0.085
H 0.916 -0.236 0.813 0.112
H 1.413 2.359 2.248 0.103
H 1.446 0.695 3.163 0.139
H -2.670 1.880 3.449 0.073
H -2.061 3.220 2.529 0.099
H 7.105 -0.440 2.633 0.128
H 6.865 -2.367 2.590 0.133
H 5.756 -2.238 4.964 0.084
H 7.356 -1.185 5.057 0.094
H 5.658 -0.294 4.870 0.084
```

---

Record 2
DFT (ωB97M-V with the def2-TZVPD basis set) results for a structure of composition C34H40N4O2P2W.

Properties
2S+1: 3
Lowest unoccupied orbital energy (spin up / spin down): -7.83 / -8.61 eV
Total charge: +2
M: 782.51 g/mol
ΔE to the lowest compared entry with this formula, charge and spin: 59.45 kJ/mol
Highest occupied orbital energy (spin up / spin down): -12.46 / -12.46 eV

Structure (XYZ):
```
83
Properties=species:S:1:pos:R:3:lowdin_spin:R:1
W -0.580 -0.925 -0.974 0.820
C -0.686 3.093 0.846 0.000
C 0.290 2.437 0.170 0.001
C 1.179 1.407 0.842 0.003
C 0.663 -0.093 0.670 0.039
C -0.622 -0.672 1.312 0.012
C -1.571 0.142 1.969 -0.023
C -1.203 1.295 2.787 -0.005
C -0.993 2.784 2.247 -0.005
C -2.239 0.414 -0.948 0.005
H -1.339 3.847 0.393 0.000
H 0.233 2.338 -0.930 0.000
H 1.342 1.627 1.913 0.000
H 2.164 1.493 0.358 0.001
H 0.939 -0.287 -0.728 0.015
H 1.531 -0.648 1.067 0.007
H -0.442 -1.734 1.580 0.004
H -2.624 -0.134 1.866 -0.001
H -0.277 1.085 3.332 -0.001
H -1.981 1.441 3.569 0.000
H -1.883 3.375 2.574 0.000
H -0.175 3.209 2.846 0.000
H -2.168 1.301 -0.289 0.001
H -3.202 -0.074 -0.704 0.008
H -2.331 0.804 -2.006 0.008
P -0.452 -3.140 -1.000 0.034
P 2.322 -0.866 -2.064 0.036
N -0.495 -4.036 0.525 0.004
N -1.233 -4.329 -2.010 0.003
N 3.709 -1.208 -1.015 0.008
N 3.512 -0.637 -3.535 0.014
C 1.369 -3.451 -1.348 0.006
C 1.939 -2.581 -2.487 -0.001
C -1.553 -4.013 1.427 0.001
C -1.484 -5.157 2.201 0.001
C -0.368 -5.920 1.749 0.002
C 0.225 -5.205 0.723 0.000
C -2.067 -4.040 -3.094 0.000
C -2.136 -5.168 -3.894 0.000
C -1.273 -6.166 -3.323 0.001
C -0.705 -5.618 -2.191 0.000
C 3.962 -0.426 0.117 0.000
C 4.837 -1.091 0.939 0.001
C 5.173 -2.321 0.310 0.001
C 4.479 -2.375 -0.888 0.001
C 4.804 -1.107 -3.786 0.002
C 5.125 -0.889 -5.124 0.001
C 3.986 -0.288 -5.734 0.000
C 3.013 -0.174 -4.750 0.000
H 1.479 -4.494 -1.690 0.001
H 1.965 -3.290 -0.430 0.000
H 2.853 -3.058 -2.867 0.000
H 1.252 -2.520 -3.355 -0.001
H -2.208 -3.162 1.503 0.000
H -2.159 -5.398 3.001 0.000
H -0.028 -6.881 2.099 0.000
H 1.064 -5.418 0.082 0.000
H -2.559 -3.079 -3.150 0.000
H -2.747 -5.315 -4.771 0.000
H -1.098 -7.177 -3.665 0.000
H -0.020 -6.048 -1.479 0.000
H 3.581 0.576 0.224 0.000
H 5.197 -0.720 1.888 0.000
H 5.862 -3.068 0.687 0.000
H 4.537 -3.112 -1.682 0.000
H 5.417 -1.552 -3.018 0.000
H 6.053 -1.143 -5.601 0.000
H 3.903 0.012 -6.763 0.000
H 2.017 0.223 -4.809 0.000
O -2.415 5.897 1.292 0.009
C -2.860 5.722 2.446 -0.006
O -2.788 4.726 3.239 0.008
C -3.601 6.934 3.064 -0.001
C -4.184 6.871 4.357 0.214
C -4.706 8.028 4.965 0.259
C -4.694 9.260 4.288 0.008
C -4.232 9.298 2.961 0.242
C -3.725 8.145 2.343 0.239
H -4.136 5.910 4.882 0.006
H -5.093 7.959 5.981 0.009
H -5.056 10.172 4.767 -0.004
H -4.239 10.222 2.384 0.009
H -3.343 8.159 1.316 0.007
```

---

Record 3
DFT (ωB97M-V with the def2-TZVPD basis set) results for a structure of composition C34H40N5O2P2Sr.

Properties
Lowest unoccupied orbital energy: 2.38 eV
Total charge: -1
M: 700.29 g/mol
ΔE to the lowest compared entry with this formula, charge and spin: 12.37 kJ/mol
Highest occupied orbital energy: -4.46 eV

Structure (XYZ):
```
84
Properties=species:S:1:pos:R:3:lowdin_charge:R:1
Sr 0.040 -0.641 0.846 1.242
C 3.890 0.913 1.097 -0.140
C 4.158 0.223 -0.242 -0.550
C 5.127 1.065 -1.068 -0.126
P 2.514 -0.236 -0.976 1.033
C 2.828 -1.677 -2.102 -0.558
C 1.560 -1.934 -2.912 -0.132
C 4.063 -1.673 -2.997 -0.116
C 1.977 1.159 -2.029 -0.298
C 2.741 1.603 -3.107 -0.130
C 2.373 2.676 -3.901 -0.119
C 1.189 3.334 -3.591 -0.107
C 0.394 2.920 -2.544 -0.058
C 0.730 1.803 -1.737 -0.336
N -0.113 1.288 -0.805 -0.124
C -1.195 2.018 -0.339 -0.365
C -1.073 3.340 0.128 -0.040
C -2.158 4.032 0.620 -0.092
C -3.413 3.431 0.682 -0.108
C -3.548 2.121 0.260 -0.102
C -2.466 1.396 -0.243 -0.310
P -2.580 -0.371 -0.717 1.039
C -4.126 -0.963 0.137 -0.557
C -5.450 -0.730 -0.589 -0.126
C -3.960 -2.434 0.519 -0.127
C -2.990 -0.368 -2.523 -0.552
C -1.978 0.453 -3.315 -0.109
C -3.023 -1.808 -3.033 -0.122
H 4.828 1.156 1.600 0.076
H 3.294 0.297 1.772 0.052
H 3.340 1.848 0.956 0.083
H 4.620 -0.753 -0.042 0.108
H 4.683 2.030 -1.320 0.074
H 5.428 0.583 -1.997 0.052
H 6.031 1.258 -0.485 0.074
H 2.929 -2.503 -1.388 0.092
H 1.391 -1.136 -3.638 0.072
H 0.679 -1.998 -2.267 0.048
H 1.641 -2.881 -3.451 0.080
H 3.986 -0.923 -3.786 0.064
H 4.169 -2.645 -3.484 0.077
H 4.979 -1.489 -2.434 0.058
H 3.667 1.090 -3.328 0.075
H 2.993 2.992 -4.729 0.087
H 0.867 4.183 -4.186 0.096
H -0.535 3.441 -2.357 0.099
H -0.093 3.799 0.104 0.119
H -2.025 5.048 0.974 0.099
H -4.266 3.974 1.066 0.092
H -4.521 1.650 0.328 0.081
H -4.136 -0.386 1.068 0.098
H -5.520 -1.339 -1.493 0.066
H -5.594 0.310 -0.884 0.061
H -6.285 -1.015 0.056 0.077
H -3.841 -3.067 -0.363 0.065
H -4.840 -2.787 1.064 0.076
H -3.086 -2.585 1.153 0.063
H -3.981 0.083 -2.643 0.099
H -0.968 0.056 -3.198 0.067
H -1.954 1.495 -2.997 0.064
H -2.235 0.426 -4.377 0.081
H -2.059 -2.296 -2.869 0.074
H -3.227 -1.822 -4.106 0.077
H -3.785 -2.413 -2.540 0.051
O 2.054 1.866 4.003 0.074
C 1.183 1.031 4.123 -0.447
N 0.560 0.346 3.094 0.010
C -0.375 -0.474 3.642 -0.499
O -1.151 -1.199 3.002 -0.099
C -0.358 -0.370 5.135 -0.096
C -1.091 -1.012 6.113 -0.003
C -0.815 -0.666 7.433 -0.083
C 0.155 0.286 7.740 -0.084
C 0.884 0.924 6.741 -0.007
C 0.603 0.572 5.437 -0.092
H -1.839 -1.749 5.854 0.116
H -1.358 -1.142 8.239 0.097
H 0.343 0.528 8.779 0.097
H 1.641 1.664 6.967 0.115
N 2.974 -6.574 1.029 0.056
C 2.075 -5.995 0.582 -0.451
N 1.020 -5.427 0.011 0.036
C 0.831 -4.180 0.303 -0.411
N 0.578 -3.053 0.476 -0.015
```

---

Record 4
DFT (ωB97M-V with the def2-TZVPD basis set) results for a structure of composition C34H41BrN7O4Re.

Properties
2S+1: 4
Lowest unoccupied orbital energy (spin up / spin down): -2.69 / -3.55 eV
Total charge: +1
M: 877.86 g/mol
ΔE to the lowest compared entry with this formula, charge and spin: 241.55 kJ/mol
Highest occupied orbital energy (spin up / spin down): -9.66 / -9.91 eV

Structure (XYZ):
```
88
Properties=species:S:1:pos:R:3:lowdin_spin:R:1
Re 0.764 0.470 0.018 1.603
C 3.488 -0.994 -0.631 0.004
N 2.903 -0.371 0.576 0.005
C 3.944 0.600 1.030 0.003
C 3.489 1.788 1.848 0.001
C 2.624 2.764 1.077 0.008
N 1.230 2.326 0.897 0.019
C 0.347 3.199 1.295 0.012
C -1.046 3.223 1.021 0.014
C -1.830 4.269 1.569 -0.004
C -3.117 4.463 1.160 0.010
C -3.645 3.632 0.149 0.000
C -2.912 2.615 -0.396 0.006
C -1.610 2.356 0.073 0.012
O -0.933 1.366 -0.451 0.118
C 2.807 -1.483 1.559 0.002
C 2.379 -1.084 2.961 -0.001
C 1.063 -0.304 3.015 0.001
N 0.290 -0.593 1.800 -0.014
C -0.441 -1.640 1.866 0.045
C -1.237 -2.148 0.680 0.004
C -2.089 -3.396 0.934 0.017
C -1.298 -4.671 0.961 0.025
C -0.236 -4.782 0.164 -0.001
C 0.262 -3.643 -0.604 0.042
C -0.173 -2.391 -0.374 -0.004
O 0.451 -1.324 -0.842 0.079
H 4.444 -1.464 -0.379 0.001
H 3.666 -0.216 -1.353 0.000
H 2.805 -1.736 -1.033 0.000
H 4.422 0.990 0.129 0.000
H 4.712 0.036 1.571 0.000
H 4.395 2.318 2.152 0.000
H 2.993 1.496 2.771 0.000
H 3.050 2.934 0.083 0.000
H 2.623 3.730 1.588 0.001
H 0.729 4.059 1.846 0.000
H -1.380 4.926 2.303 0.000
H -3.718 5.254 1.583 0.001
H -4.656 3.800 -0.199 0.000
H -3.322 1.962 -1.152 0.000
H 3.790 -1.964 1.625 0.000
H 2.120 -2.219 1.136 0.000
H 3.164 -0.527 3.472 0.000
H 2.265 -2.019 3.514 0.000
H 1.204 0.773 3.056 0.000
H 0.486 -0.586 3.898 0.000
H -0.414 -2.232 2.781 0.003
H -2.739 -3.439 0.047 0.002
H -1.653 -5.512 1.539 0.001
H 0.305 -5.716 0.095 -0.001
H 1.096 -3.777 -1.280 0.003
C 1.897 0.038 -3.204 0.000
N 1.887 0.369 -4.612 -0.001
C 2.389 1.738 -4.757 0.000
N 1.570 2.700 -4.015 0.001
C 1.577 2.342 -2.609 0.002
N 1.068 0.966 -2.368 0.001
C -0.320 0.912 -2.977 0.000
N -0.332 1.245 -4.383 0.000
C 0.518 0.316 -5.110 0.000
C 0.200 2.599 -4.531 0.000
H 2.929 0.123 -2.888 0.000
H 1.535 -0.977 -3.039 0.000
H 2.382 2.009 -5.813 0.000
H 3.417 1.784 -4.392 0.000
H 0.949 3.038 -2.047 0.000
H 2.602 2.398 -2.227 0.000
H -0.939 1.630 -2.459 0.000
H -0.715 -0.090 -2.807 0.000
H 0.511 0.566 -6.172 0.000
H 0.131 -0.697 -4.984 0.000
H -0.440 3.298 -3.989 0.000
H 0.202 2.871 -5.587 0.000
Br -7.095 -2.185 4.211 0.084
C -5.523 -2.557 3.277 0.273
C -5.157 -3.918 3.047 -0.002
C -3.986 -4.210 2.453 0.185
C -2.980 -3.140 2.149 0.066
C -3.620 -1.788 2.044 0.218
C -4.797 -1.518 2.695 -0.009
C -3.068 -0.722 1.189 0.045
O -3.460 0.412 1.189 0.075
O -2.107 -1.090 0.267 0.010
H -5.850 -4.700 3.326 -0.004
H -3.724 -5.240 2.258 0.010
H -2.316 -3.128 3.035 0.035
H -5.193 -0.512 2.682 -0.004
```

---

Record 5
DFT (ωB97M-V with the def2-TZVPD basis set) results for a structure of composition C34H41MnN5O5PS.

Properties
2S+1: 5
Lowest unoccupied orbital energy (spin up / spin down): -7.55 / -5.91 eV
Total charge: +2
M: 717.71 g/mol
ΔE to the lowest compared entry with this formula, charge and spin: 88.08 kJ/mol
Highest occupied orbital energy (spin up / spin down): -14.04 / -14.01 eV

Structure (XYZ):
```
88
Properties=species:S:1:pos:R:3:lowdin_spin:R:1
Mn 0.175 0.012 0.169 3.895
N 0.688 2.089 0.048 -0.030
C 0.330 2.861 1.236 0.004
C 1.071 3.967 1.606 -0.003
C 0.672 4.711 2.708 -0.003
C -0.473 4.362 3.408 0.000
C -1.212 3.249 3.033 -0.006
C -0.802 2.480 1.948 -0.005
P -1.685 1.011 1.310 -0.077
C -2.802 0.532 2.637 -0.012
C -2.279 0.334 3.918 -0.009
C -3.123 0.016 4.964 0.001
C -4.488 -0.127 4.733 -0.012
C -5.002 0.041 3.456 0.000
C -4.162 0.360 2.399 -0.010
C -2.739 1.716 0.003 -0.006
C -3.472 2.880 0.238 -0.002
C -4.279 3.394 -0.761 0.000
C -4.359 2.757 -1.996 0.001
C -3.632 1.601 -2.234 0.000
C -2.819 1.081 -1.236 0.003
H 0.242 2.524 -0.763 0.003
H 1.691 2.192 -0.135 0.001
H 1.953 4.249 1.042 0.000
H 1.254 5.570 3.013 0.000
H -0.791 4.950 4.259 0.000
H -2.100 2.980 3.587 0.000
H -1.213 0.437 4.090 0.000
H -2.723 -0.116 5.960 0.000
H -5.149 -0.377 5.552 -0.001
H -6.063 -0.076 3.279 0.000
H -4.569 0.482 1.404 0.000
H -3.415 3.376 1.199 0.000
H -4.851 4.295 -0.582 0.000
H -5.003 3.158 -2.767 0.000
H -3.707 1.097 -3.189 0.000
H -2.271 0.162 -1.407 0.001
C -2.096 -4.497 1.765 0.001
C -1.956 -3.075 1.255 0.004
C -3.082 -2.700 0.294 0.000
O -1.942 -2.126 2.317 0.001
C -0.632 -2.934 0.482 0.015
O -0.100 -3.844 -0.102 0.008
O -0.093 -1.722 0.444 0.106
H -3.065 -4.618 2.250 0.000
H -1.302 -4.737 2.476 0.000
H -2.026 -5.199 0.938 0.000
H -4.039 -2.849 0.793 0.000
H -3.049 -3.314 -0.605 0.000
H -3.002 -1.645 0.016 0.000
H -1.941 -2.596 3.157 0.000
N 2.663 -2.486 -0.463 0.003
C 3.033 -1.241 -0.199 0.006
N 4.339 -0.963 -0.091 0.003
O 2.208 -0.275 -0.085 0.038
H 3.339 -3.229 -0.526 0.000
H 1.684 -2.755 -0.519 0.000
H 5.042 -1.680 -0.140 0.000
H 4.631 -0.028 0.131 0.000
C -1.684 4.574 -3.880 0.000
C -0.693 3.495 -3.455 0.000
C -0.371 2.544 -4.617 0.001
N -0.169 1.148 -4.194 0.007
C 0.480 0.660 -3.148 0.011
S -0.030 -0.831 -2.462 0.058
N 1.482 1.301 -2.493 0.003
C 2.286 2.464 -2.699 0.000
O 2.563 3.084 -1.697 0.000
C 2.787 2.748 -4.047 0.000
C 3.078 4.070 -4.388 0.000
C 3.548 4.364 -5.655 0.000
C 3.762 3.340 -6.571 0.000
C 3.510 2.019 -6.220 0.000
C 3.019 1.720 -4.962 0.000
H -1.895 5.254 -3.055 0.000
H -2.625 4.124 -4.200 0.000
H -1.288 5.165 -4.706 0.000
H -1.130 2.910 -2.635 0.000
H 0.219 3.965 -3.083 0.000
H 0.485 2.900 -5.186 0.000
H -1.221 2.516 -5.298 0.000
H -0.822 0.481 -4.577 0.001
H 1.726 0.845 -1.618 0.000
H 2.919 4.853 -3.659 0.000
H 3.755 5.389 -5.931 0.000
H 4.139 3.571 -7.558 0.000
H 3.696 1.225 -6.931 0.000
H 2.843 0.688 -4.684 0.000
```

---

> M of number 4 (C34H41BrN7O4Re)?

877.86 g/mol

---

> Which value of M does entry 3 give?

700.29 g/mol

---

> Which of these has the highest M?

C34H41BrN7O4Re